No. 1
Here is an isolated molecule of C20H24ClN3O7S at a distorted geometry from the OMol25 dataset. Energies are from wB97M-V/def2-TZVPD.

Results
Energy above the lowest of the compared OMol25 structures with the same formula, charge and spin: 499.3 kJ/mol
HOMO energy: -8.6529 eV
Gap between HOMO and LUMO: 7.8 eV

The geometry in ORCA input format:
```
! wB97M-V def2-TZVPD RIJCOSX def2/J DEFGRID3
* xyz 0 1
C -4.13764 -1.45738 -1.19302
C -2.06180 1.26816 0.68223
H 0.61616 -0.89875 -2.02245
H 6.51882 -2.12763 1.43627
C -3.29023 -1.90789 -2.38664
C -1.42423 -0.33777 -2.54197
O 4.24027 1.79740 -1.04613
H 1.85499 4.29625 -0.16891
H -2.52186 4.56570 1.28158
O -4.19074 -1.33906 1.18490
C 3.94660 -2.11887 1.41251
O 5.88860 1.40244 0.26502
C 4.07936 0.00670 0.33857
N 4.79329 1.14807 -0.18333
O -0.37824 -0.82603 1.85237
H -4.16522 -1.09828 3.17601
C -0.85687 1.32876 0.00463
H -0.39486 4.68942 0.08257
S 0.15294 -1.07551 0.54932
N -0.25343 0.14479 -0.46976
O 0.97937 2.53471 -0.83718
H -3.35643 -2.98959 -2.52267
H -4.08944 -2.80181 2.64980
H -4.17887 -3.14733 0.18315
C 1.95053 -1.03032 0.66575
O -0.16706 -2.33823 -0.07194
C -2.64669 2.43389 1.15263
C 6.21749 -1.13108 1.12537
N -1.89914 -1.55171 -2.21000
Cl -4.13841 2.34072 2.00622
C 2.57194 -2.10781 1.27552
H -1.36663 -2.09215 -1.53777
H 1.08882 4.37974 -1.78301
C -0.84806 3.72556 0.24766
O -1.99234 0.46430 -3.25026
H -2.54274 0.31951 0.84977
C -3.74235 -1.78199 2.44266
C 2.69253 0.02466 0.19200
H 6.53969 -0.41352 1.87891
C 4.73850 -1.06489 0.95564
H 6.73691 -0.86972 0.20553
H -4.01415 -0.38046 -1.06444
H 2.60058 3.45632 -1.55071
H -2.64395 -2.25097 0.18393
C -3.73686 -2.14025 0.11568
H -5.19110 -1.64802 -1.39799
H 2.21995 0.87131 -0.28459
C -0.05737 -0.05028 -1.89446
C -0.22594 2.56920 -0.20433
C 1.65593 3.74846 -1.09424
H 0.37945 0.84648 -2.33922
C -2.05194 3.66204 0.92809
H 1.96482 -2.92559 1.62934
H 4.42712 -2.96185 1.88522
H -2.64716 -1.75614 2.50530
H -3.64291 -1.40370 -3.28912
*
```

***

No. 2
Here is a structure of composition C20H24F6IrN7O3S at a distorted geometry from the OMol25 dataset. Energies are from wB97M-V/def2-TZVPD.

Results
Energy above the lowest of the compared OMol25 structures with the same formula, charge and spin: 64.6 kJ/mol
HOMO energy (alpha / beta): -13.8835 / -13.8838 eV
Gap between HOMO and LUMO (alpha / beta): 7.0 / 7.0 eV

The geometry in ORCA input format:
```
! wB97M-V def2-TZVPD RIJCOSX def2/J DEFGRID3
* xyz 2 1
S 0.39949 -5.06607 0.01822
F -3.11078 -0.26599 -0.70319
C -0.77916 -4.45282 1.08880
N 1.91400 3.17522 -3.53761
C 1.90382 1.71713 -3.59639
C 1.46965 1.99368 -0.42908
H -4.26233 2.55804 2.96567
H 3.75580 2.47897 -1.56688
C -0.81784 -3.10146 1.00969
H -0.82493 -0.24299 -4.58710
C -1.79906 -0.03731 -4.14581
N -2.81604 -2.37293 2.32452
C -4.00184 1.51557 2.84590
F -4.18719 -0.64980 -2.52895
H 2.78558 2.57466 -5.87600
F -3.26509 1.27986 -2.18167
C 2.33041 4.00177 -4.48051
Ir -0.17011 -0.41661 -0.13902
H 1.08805 1.38942 -2.94992
H 1.52195 -3.29240 -1.23555
N 0.09777 -2.56039 0.13475
H -1.98961 1.03215 -4.17630
F -0.52504 -2.50052 -2.91735
C -3.40779 -1.14094 2.61215
H 2.54462 -1.09305 -0.30008
H -5.75092 0.85255 3.90835
H 3.21005 0.02832 -3.33393
N 2.30149 5.31712 -4.25480
C -2.85314 1.17431 2.16681
H 4.04163 1.50466 -3.77545
C 3.61196 1.40706 -1.69543
C -1.70758 -2.14349 1.62124
H 4.57351 0.93301 -1.48776
C 2.62125 0.97110 -0.61612
H 1.65326 1.38581 -4.60537
H 1.96422 5.68565 -3.38148
F -2.57442 -2.63347 -3.58683
H 2.57392 5.97771 -4.96173
C -1.78438 -2.07331 -2.68742
H 1.92329 -0.60982 -1.76152
H -5.23317 -1.55361 3.70688
C 3.23870 1.10709 -3.15125
N -1.50763 -0.84300 1.43476
H -2.57188 -0.55331 -4.71012
O 0.46404 1.51809 0.22041
H 3.12271 1.00858 0.35270
H -2.18701 1.91687 1.74590
C -4.85655 0.53983 3.38775
H -1.36079 -5.11049 1.71512
C -3.11729 -0.03442 -2.02849
H 3.03037 4.19280 -6.39016
C -2.56787 -0.18064 2.05123
O -0.69645 -0.03265 -2.01955
C -1.80457 -0.51683 -2.69864
N 2.02597 -0.36741 -0.77913
O 1.59832 3.12625 -0.84562
C 0.78702 -3.49022 -0.46998
H -3.18360 -3.27187 2.59433
N 2.77669 3.55378 -5.65650
H 1.70693 3.54802 -2.61184
C -4.57501 -0.80616 3.28488
F -2.12796 -2.58112 -1.48289
*
```

***

No. 3
Here is a structure of composition C20H24FN6O3RuS from the OMol25 dataset. Energies are from wB97M-V/def2-TZVPD.

Results
Energy above the lowest of the compared OMol25 structures with the same formula, charge and spin: 0.0 kJ/mol
HOMO energy (alpha / beta): -13.9104 / -13.9107 eV
Expectation value of S²: 0.7547
Gap between HOMO and LUMO (alpha / beta): 7.1 / 6.8 eV

The geometry in ORCA input format:
```
! wB97M-V def2-TZVPD RIJCOSX def2/J DEFGRID3
* xyz 2 2
H -3.98058 -1.29132 1.00933
C 4.18902 0.48659 0.17825
C 4.53549 -0.15452 2.55929
C -4.21638 -2.14802 0.37459
C -3.08788 -2.44961 -0.55061
H 3.86199 2.61659 2.40138
C 3.25252 0.58833 2.89341
H -0.44234 -4.20599 -3.42109
C 4.61161 0.51759 -1.12994
F 4.15394 0.59220 -3.42356
C 2.34226 0.54397 -1.95926
H -4.67634 0.48433 0.04800
O -0.33631 0.42837 -1.37836
H -2.83310 -4.64176 -0.44960
C 3.69006 0.55567 -2.17590
H 4.31130 -1.21356 2.41254
H -0.78083 -1.59202 -2.45319
H 2.51101 2.51978 3.53383
C 2.79915 0.49649 0.42850
H -4.37950 -2.99327 1.03931
H -0.81805 -5.40731 -2.18336
H 5.57811 1.41942 1.50340
C 5.18140 0.42029 1.30804
H 4.14492 2.14092 4.07935
C 1.88087 0.51031 -0.63548
S -2.40647 2.75924 -1.91209
N -4.82239 2.20264 -0.92215
C 0.04789 0.48490 0.97292
C 0.45996 0.48654 -0.37098
N -4.46188 4.37202 -1.53890
C -1.47150 -3.44786 -1.70825
H 5.66813 0.50484 -1.36726
H 2.74631 0.07831 3.71283
N 2.31549 0.48036 1.73282
C -1.35498 0.46675 1.48684
H -5.40327 4.64278 -1.29675
C -0.50477 -4.37982 -2.34701
C -2.52658 -3.68535 -0.83664
C 3.45313 2.05551 3.24194
H -4.96346 0.33151 -1.57072
H 0.49083 -4.25591 -1.91938
N -2.43535 -1.48585 -1.23273
O -1.61542 0.06471 2.58735
H 1.64958 0.57310 -2.78661
H -3.84647 5.09154 -1.88608
C -4.01105 3.13652 -1.42717
C 1.01802 0.46769 1.96582
H 6.02960 -0.19152 1.00233
N -1.43404 -2.12764 -1.90251
H 5.20953 -0.08350 3.41196
O -2.34803 0.93111 0.70018
H -5.15093 -1.98670 -0.16741
H 0.70855 0.44720 3.00320
H -5.75426 2.42225 -0.59820
N -4.42465 0.84488 -0.87157
Ru -2.35389 0.57629 -1.16466
*
```

***

No. 4
Here is a structure of composition C20H24IIrN6O2 at a distorted geometry from the OMol25 dataset. Energies are from wB97M-V/def2-TZVPD.

Results
HOMO energy (alpha / beta): -14.0224 / -13.9289 eV
Gap between HOMO and LUMO (alpha / beta): 4.8 / 4.7 eV

The geometry in ORCA input format:
```
! wB97M-V def2-TZVPD RIJCOSX def2/J DEFGRID3
* xyz 2 1
C -1.33475 -2.30412 3.25931
H -1.40032 3.94749 2.87864
H 1.06522 -1.73439 2.46538
H -0.42035 3.27443 -2.19473
Ir 1.48116 1.59851 0.08069
C -2.42493 1.85926 -3.09350
H -1.72407 2.06393 -0.58117
C 3.26669 -3.58912 -0.07928
H 1.42389 -3.13275 0.89309
C -0.73224 0.74927 -4.33833
H -2.79309 -0.57317 4.82662
N 1.49889 -0.48682 0.90535
H -0.11616 3.72147 4.04307
C -2.03718 -0.09811 4.21849
H -2.75147 -0.70745 -3.50033
H -0.58317 -2.79084 3.90521
H -1.42904 0.32235 -0.31469
N -0.70069 -0.31361 -3.34033
C 0.79561 -0.81925 1.93600
O 0.17899 2.08640 1.67416
C -1.43887 1.12241 -1.06127
C 2.32487 -2.73184 0.45422
N -1.10037 1.99141 -3.67836
H -3.14562 1.60503 -3.87188
C -1.18450 1.95071 3.57765
N -1.94497 1.21300 4.31871
H 5.49146 -1.31962 -1.21630
C 2.48680 -1.33903 0.39887
H 0.29076 -0.81825 -1.59092
I 4.02163 1.26297 -0.43330
C -0.38153 1.33600 2.51895
C -1.18938 -0.81045 3.38068
C 0.27154 -0.00782 -2.32466
H -1.80727 3.69157 4.59395
C 3.64259 -0.86373 -0.23829
H -1.46657 0.50897 -5.10817
C -0.13292 2.33164 -2.66717
C 4.40683 -3.08809 -0.68742
H 0.85137 2.44654 -3.13014
H 0.25216 0.84854 -4.80161
C -2.01784 -0.45456 -2.73446
N -0.06694 1.26592 -1.62801
H 3.11080 -4.65434 -0.01961
N -2.38971 0.79915 -2.09280
H 5.14593 -3.75297 -1.10682
C -0.27905 -0.09793 2.56876
C 4.59848 -1.71643 -0.75765
H -2.32732 -2.59678 3.62102
H -1.99259 -1.25336 -1.98913
H -1.55346 -3.55473 1.77198
H -2.72121 2.79971 -2.62479
H 1.25907 0.08891 -2.78590
O -1.14567 -2.69056 1.91051
C -1.13152 3.41453 3.78965
*
```

***

No. 5
Here is a structure of composition C20H24InN6OS at a distorted geometry from the OMol25 dataset. Energies are from wB97M-V/def2-TZVPD.

Results
HOMO energy (alpha / beta): -14.5498 / -14.5499 eV
Gap between HOMO and LUMO (alpha / beta): 1.1 / 1.1 eV

The geometry in ORCA input format:
```
! wB97M-V def2-TZVPD RIJCOSX def2/J DEFGRID3
* xyz 3 1
C -0.23446 4.60848 -2.91772
S 1.34204 3.19413 -1.18134
N -0.94382 -1.30211 4.28946
H -2.38901 0.18742 4.38811
H 1.68480 -3.48854 2.19828
C -2.53251 -0.25455 -4.74186
C 4.84529 -3.74126 -2.05446
C -1.53072 -1.23870 -2.81669
H -2.74197 -2.33128 -4.22658
C -0.10799 6.99926 -3.14154
C 0.87857 7.05674 -2.14953
C -1.13552 -3.33193 5.63392
In 0.85555 -0.81970 -0.19736
H 4.61353 -4.78238 -2.28359
H -2.12527 1.82084 -4.97721
C 0.71786 -3.94969 2.43593
H 5.71944 -3.70843 -1.40244
O -0.24995 -1.50092 2.13598
H 0.87609 -4.99224 2.69330
H -0.74179 0.73642 4.69069
H -1.93894 -1.37359 6.09998
H 5.07443 -3.21748 -2.98441
C -0.37555 -1.99813 3.26112
C -1.34786 0.05712 4.08145
H -2.08304 -3.66812 5.21122
H 2.07869 5.93090 -0.77398
N 0.06829 -3.26410 3.51319
H -0.06435 -4.95695 4.69263
C -0.66128 5.79072 -3.52230
H -1.07483 -3.70330 6.65567
H -1.49157 3.44860 -4.01490
N 2.84916 -2.62108 -0.89076
H -3.13735 -0.31018 -5.63466
N -0.96421 -0.10569 -2.45736
C 0.77558 4.67170 -1.91948
H -1.34299 -2.08273 -2.16104
H 0.97623 -3.68647 5.33651
H 0.10421 -3.87221 1.53269
H -1.23504 0.31523 3.02940
H -0.44223 7.90926 -3.61465
H 1.29068 8.00953 -1.85817
C -1.05462 -1.81493 5.63265
N 0.42567 2.04572 -1.81544
C -2.31948 -1.37582 -3.95762
C 3.74138 -3.12317 -1.41471
C 0.02546 -3.87596 4.81658
H -1.41834 5.76475 -4.29178
C -1.96177 0.95163 -4.35902
N -0.78418 3.39959 -3.28624
C -1.16980 0.98541 -3.20864
C 1.32091 5.89772 -1.54197
C -0.48321 2.19722 -2.74565
H -0.18023 -1.48673 6.21438
*
```

***

No. 6
Here is an isolated molecule of C20H24N2O from the OMol25 dataset. Energies are from wB97M-V/def2-TZVPD.

Results
Energy above the lowest of the compared OMol25 structures with the same formula, charge and spin: 27.0 kJ/mol
HOMO energy: -7.8507 eV
Gap between HOMO and LUMO: 8.7 eV

The geometry in ORCA input format:
```
! wB97M-V def2-TZVPD RIJCOSX def2/J DEFGRID3
* xyz 0 1
N -1.34720 2.15318 -3.09611
N 0.14566 -0.53835 -1.78105
H -2.46217 2.25359 -4.91321
H -1.02630 0.19299 -3.86749
C 1.71879 -0.57476 0.09728
C -2.02766 -0.12699 1.05669
H -2.43779 3.72182 -3.90922
C 0.54288 -2.97866 0.93192
C 2.14822 -1.21815 1.23761
H 2.16224 0.35101 -0.22617
H 3.22975 0.26197 2.39070
H 3.89281 -1.92103 3.95545
H 0.17033 2.37528 1.54985
C -2.43127 1.71200 -2.23461
H 0.29960 0.81075 3.34320
C -1.84134 2.87627 -4.24863
C -0.59328 0.25307 3.07344
H -3.20770 -0.40187 -0.70211
H -0.67096 -1.00913 -2.14573
H 0.18350 1.43724 -4.28457
H -0.36814 -0.81088 3.10789
C 2.97633 -1.66223 3.42735
C -1.06863 0.63900 1.70639
O 1.40221 1.34986 -2.00920
H -2.99160 0.86885 -2.68497
C 1.56996 -2.41248 1.65905
H 0.08420 -3.90474 1.24726
C -1.01909 2.11491 -0.19997
H -2.42641 -1.00546 1.54395
H -0.62144 2.98459 -0.69900
C 0.67301 -1.13875 -0.63096
H -1.36606 0.45958 3.81464
H -0.99692 3.26017 -4.81863
C 2.22735 -2.90347 2.91540
C 0.46146 0.66379 -2.33585
H 2.33339 -1.11040 4.11495
C -0.57501 1.76481 1.06117
H 1.51342 -3.29046 3.64329
C -0.46426 1.06754 -3.48607
H 4.21308 -1.04867 1.73827
H 2.92723 -3.70888 2.67408
C 0.09653 -2.33509 -0.21056
H -0.71723 -2.76157 -0.78093
C -2.46510 0.21290 -0.20968
C -1.95920 1.33238 -0.85669
H -3.12899 2.55095 -2.13666
C 3.24180 -0.80650 2.17823
*
```

***

No. 7
Here is an isolated molecule of C20H24N2O2 from the OMol25 dataset. Energies are from wB97M-V/def2-TZVPD.

Results
Energy above the lowest of the compared OMol25 structures with the same formula, charge and spin: 0.5 kJ/mol
HOMO energy: -8.9650 eV
Gap between HOMO and LUMO: 9.4 eV

The geometry in ORCA input format:
```
! wB97M-V def2-TZVPD RIJCOSX def2/J DEFGRID3
* xyz 0 1
H 2.61820 0.05921 -2.30452
H -1.23121 2.74165 3.13832
H -1.36492 -4.30689 0.05552
H 1.97369 -1.88125 1.44560
H 1.26226 1.98740 -1.03760
N -2.03854 0.43743 -1.44948
O -3.02839 0.22822 0.57700
H -4.07459 -3.47799 1.21729
C 0.71681 -1.06300 -0.89689
H -4.23493 -1.91272 0.42260
C -2.45471 1.80161 -1.67514
H -3.23552 2.01227 -0.94130
N -0.18222 -1.29942 0.08154
C 2.61605 -1.35095 0.75771
H 0.05438 -1.11226 1.04236
H -1.67662 3.80253 -1.59018
C -1.28635 2.78543 -1.50982
C 3.94350 -1.15404 1.09306
O 0.38841 -1.00719 -2.07539
H 5.83017 -0.34264 0.49080
H -0.56722 2.62840 -2.31650
C -1.29140 2.81062 1.00529
C -3.63673 -2.81727 0.47316
C 3.00209 -0.26343 -1.34817
C -2.30731 -0.20428 -0.29855
H -2.87460 1.88761 -2.68189
C 4.32552 -0.06095 -1.00727
H -2.31333 3.15682 0.97785
C -0.68148 2.57745 2.22345
C -0.60445 2.59099 -0.18301
C 0.62978 2.13312 2.27255
H -2.20582 -1.93832 1.80445
H -0.35136 -3.55279 1.28359
H -1.82100 -4.40332 1.75710
C -2.19666 -2.48096 0.85304
H 4.31487 -1.51252 2.04196
C 1.32913 1.93099 1.09606
C 2.12983 -0.89318 -0.46369
H 4.99078 0.43800 -1.69618
H 1.10709 1.95150 3.22481
C 4.79707 -0.50086 0.21874
C -1.37905 -3.76280 0.99773
H -3.66926 -3.31613 -0.49344
H -1.32243 0.05033 -2.05644
C 0.71118 2.15338 -0.12286
H 2.35648 1.59664 1.12395
C -1.58117 -1.56057 -0.20626
H -1.61263 -2.04440 -1.18969
*
```

***

No. 8
Here is a structure of composition C20H24N9O5Sn at a distorted geometry from the OMol25 dataset. Energies are from wB97M-V/def2-TZVPD.

Results
Energy above the lowest of the compared OMol25 structures with the same formula, charge and spin: 101.4 kJ/mol
HOMO energy: -16.6882 eV
Gap between HOMO and LUMO: 6.2 eV

The geometry in ORCA input format:
```
! wB97M-V def2-TZVPD RIJCOSX def2/J DEFGRID3
* xyz 3 1
C 0.91883 5.37160 4.51967
H 0.28959 -4.27282 -2.72500
H 2.88345 -1.79555 -2.05451
C -3.35101 1.18348 -0.15616
H 0.47655 6.34965 4.65973
N 3.90851 -0.45938 -1.00819
H -5.04699 0.95393 -1.45761
C -0.49971 -3.63415 1.65998
N 2.89730 -1.42344 -1.11004
H -0.44436 -5.39135 0.48286
H 4.87133 -0.72141 -1.14942
O 0.50026 2.27679 -0.58678
O 0.11774 -2.60297 -0.91714
C 2.70410 3.81115 4.93842
C 0.24979 2.18878 2.67304
C -3.41807 3.90722 -0.87787
H -3.47459 4.94818 -1.16775
H 5.50726 1.51733 -0.83758
C 2.13607 0.62592 3.10402
C 2.05636 2.84841 4.17687
H 4.27688 2.69964 -0.54046
O -3.11914 -0.08827 0.15095
C -0.04264 -3.85985 -0.76657
H -4.24844 -1.09832 -1.30488
H 3.65118 3.56920 5.40877
Sn 0.34165 -0.35616 -0.75625
C 3.58452 0.82990 -0.81958
H -0.03621 -5.66645 -1.76970
H -5.06522 -0.84521 0.26499
N -0.92703 2.36713 2.13387
C -4.35102 2.97415 -1.38569
C 2.64944 1.54771 3.95797
C 0.98223 0.91716 2.32569
C -2.46653 3.49378 -0.00170
C -4.31860 1.63132 -1.03512
C 2.14890 5.07769 5.09249
N 1.73531 2.26299 -0.43532
H -5.10816 3.30970 -2.08417
C -4.12114 -1.06936 -0.22506
H 3.56220 1.30996 4.49542
C 0.82211 3.15794 3.57534
H -3.74178 -2.02247 0.12233
N -1.73095 1.72346 1.47591
H -1.31152 -4.05805 2.24396
H 2.59216 -0.34783 2.97222
O 0.50728 0.13184 1.47489
O 2.37562 3.17557 0.03286
H 0.41565 -3.67097 2.25063
N 2.25794 1.05126 -0.78012
N 4.53011 1.74038 -0.71967
H -0.69636 4.65514 3.29837
H 3.10418 -2.18547 -0.47492
N -0.35865 -4.38921 0.41663
C 0.25360 4.41759 3.76322
H -1.76460 4.18901 0.44373
C -2.45925 2.13399 0.42848
H -0.72773 -2.59796 1.43827
N 0.08900 -4.66893 -1.82496
H 2.67328 5.83306 5.66448
*
```